Record 1
Formula: C4H15NO2
Source: the Open Molecules 2025 dataset
Level of theory: the ωB97M-V functional and the def2-TZVPD basis

Atoms and positions in Å:
1 C 0.486 2.325 1.163
2 C 0.852 0.845 1.009
3 C 0.842 0.328 -0.461
4 C 1.741 -0.882 -0.515
5 N -0.560 -0.041 -0.807
6 H -0.251 2.518 1.937
7 H 0.138 2.849 0.272
8 H 1.404 2.836 1.462
9 H 1.822 0.626 1.454
10 H 0.149 0.216 1.567
11 H 1.206 1.178 -1.050
12 H 1.625 -1.364 -1.498
13 H 1.509 -1.558 0.303
14 H 2.794 -0.604 -0.562
15 H -1.142 0.712 -0.460
16 H -0.500 0.045 -1.807
17 O -3.326 0.207 0.816
18 H -3.099 -0.724 0.777
19 H -4.234 0.164 0.489
20 O -0.337 -3.499 -1.585
21 H -1.075 -3.584 -0.987
22 H -0.042 -2.594 -1.518

Computed properties:
Molar mass: 109.169 g mol⁻¹
Energy relative to the best compared isomer or geometry (same formula, charge and spin): 21.3 kcal per mole
HOMO energy: -9.898 eV
Net charge: 0
HOMO-LUMO gap: 0.3889 hartree
Energy: -366.61715 Eh
SMILES: CC[C@@H](C)N.O.O

=====

Record 2
Formula: C20H24N2O3
Source: the Open Molecules 2025 dataset
Level of theory: the ωB97M-V functional and the def2-TZVPD basis

Atoms and positions in Å:
1 O 2.144 2.497 -0.650
2 C 1.217 2.014 -1.279
3 C -0.022 2.824 -1.616
4 C -1.366 2.216 -1.122
5 N -1.312 0.872 -0.609
6 C -0.655 0.722 0.686
7 C -1.697 0.473 1.749
8 C -2.247 1.519 2.478
9 C -3.232 1.293 3.419
10 C -3.689 -0.001 3.647
11 O -4.659 -0.189 4.584
12 C -3.143 -1.055 2.925
13 C -2.158 -0.815 1.986
14 C -1.044 -0.136 -1.604
15 C 0.162 0.186 -2.513
16 N 1.253 0.746 -1.750
17 C 2.466 -0.039 -1.532
18 C 3.297 -0.094 -2.823
19 O 3.563 1.190 -3.321
20 C 2.147 -1.379 -0.917
21 C 2.075 -1.467 0.471
22 C 1.712 -2.648 1.091
23 C 1.424 -3.769 0.331
24 C 1.520 -3.702 -1.048
25 C 1.878 -2.517 -1.668
26 H -0.038 2.954 -2.701
27 H 0.127 3.810 -1.172
28 H -2.090 2.221 -1.942
29 H -1.771 2.844 -0.326
30 H 0.035 -0.125 0.659
31 H -0.079 1.618 0.936
32 H -1.894 2.527 2.315
33 H -3.659 2.102 3.989
34 H -4.881 -1.126 4.639
35 H -3.492 -2.065 3.103
36 H -1.739 -1.643 1.433
37 H -1.934 -0.246 -2.235
38 H -0.876 -1.085 -1.092
39 H 0.503 -0.728 -2.998
40 H -0.135 0.889 -3.296
41 H 3.041 0.548 -0.801
42 H 2.766 -0.608 -3.628
43 H 4.230 -0.641 -2.615
44 H 3.819 1.765 -2.588
45 H 2.313 -0.598 1.069
46 H 1.653 -2.692 2.169
47 H 1.137 -4.693 0.811
48 H 1.314 -4.577 -1.647
49 H 1.957 -2.495 -2.745

Computed properties:
Molar mass: 340.423 g mol⁻¹
Energy relative to the best compared isomer or geometry (same formula, charge and spin): 48.1 kcal per mole
HOMO energy: -8.138 eV
Net charge: 0
HOMO-LUMO gap: 0.3245 hartree
Energy: -1111.75129 Eh
SMILES: O=C1CCN(Cc2ccc(O)cc2)CCN1[C@H](CO)c1ccccc1

=====

Record 3
Formula: C9H6N2O5RhS
Source: the Open Molecules 2025 dataset
Level of theory: the ωB97M-V functional and the def2-TZVPD basis

Atoms and positions in Å:
1 O 0.148 -4.018 -0.258
2 C 0.106 -2.886 -0.186
3 Rh 0.000 0.000 0.000
4 O -0.494 0.264 -3.009
5 C -0.307 0.124 -1.881
6 C -0.067 1.830 0.118
7 O -0.110 2.985 0.192
8 C 1.884 0.103 -0.301
9 O 3.015 0.230 -0.477
10 C -1.885 -0.074 0.303
11 O -3.021 -0.054 0.489
12 C 0.784 2.533 3.642
13 N 1.806 1.570 3.240
14 C 3.138 1.710 3.393
15 C 3.751 0.562 2.931
16 N 2.799 -0.285 2.493
17 C 1.630 0.355 2.678
18 S 0.178 -0.312 2.362
19 H 0.189 2.847 2.763
20 H 0.108 2.069 4.391
21 H 1.251 3.433 4.095
22 H 3.629 2.573 3.824
23 H 4.811 0.351 2.928
24 H 2.945 -1.244 2.104

Computed properties:
Molar mass: 357.129 g mol⁻¹
⟨S²⟩: 6.02
HOMO energy (spin up / spin down): -18.166 / -23.588 eV
Net charge: +3
HOMO-LUMO gap (spin up / spin down): 0.2283 / 0.2695 hartree
Spin multiplicity: 5
Energy: -1339.66476 Eh